[1]
70
Properties=species:S:1:pos:R:3:forces:R:3 method="wB97M-V/def2-TZVPD" lumo_energy_ev="-10.894 / -10.892" de_lowest_kj_mol=201.4 total_charge=+3 max_force_ev_per_a=3.209 homo_lumo_gap_ev="5.04 / 5.04"
Pt -0.068897 0.329271 -1.212255 3.01 -0.20 -1.09
I 0.732249 -2.344576 -1.581900 -1.93 1.03 -0.58
C 1.028266 -3.536780 0.060575 -0.06 -0.16 0.73
C 1.334925 -4.813275 -0.321552 0.01 0.09 -0.05
C 1.484100 -5.819482 0.648485 0.04 0.00 -0.10
C 1.330167 -5.494740 1.957703 -0.05 0.14 0.23
C 1.037358 -4.162544 2.363456 0.08 -0.35 0.04
C 0.907380 -3.884815 3.742961 0.06 -0.18 0.00
C 0.619802 -2.632816 4.186933 -0.07 0.24 0.01
C 0.459150 -1.596205 3.253844 0.02 0.06 0.24
C 0.583840 -1.818059 1.901809 0.18 -0.38 -0.93
P 0.460213 -0.214302 1.050554 -1.76 0.93 0.86
C -1.142963 0.445180 1.592281 0.18 -0.03 0.14
C -2.160835 -0.410599 2.005234 -0.14 0.00 0.17
C -3.385040 0.113649 2.411563 0.10 -0.19 -0.08
C -3.592653 1.482443 2.399452 -0.05 0.10 -0.05
C -2.589115 2.337564 1.950562 0.04 0.04 -0.14
C -1.376321 1.821644 1.522222 -0.10 0.07 0.18
C 1.799208 0.752430 1.707158 0.23 0.18 -0.52
C 1.599292 1.784321 2.628800 0.13 -0.02 0.05
C 2.704935 2.428356 3.169084 -0.19 -0.04 0.05
C 3.985612 2.085383 2.762856 0.07 0.03 -0.04
C 4.183312 1.060703 1.842587 -0.05 -0.03 -0.08
C 3.093512 0.389661 1.318000 0.16 -0.05 0.10
C 0.875600 -3.122796 1.406362 -0.02 -0.07 -0.04
H 1.457626 -5.062272 -1.369142 0.00 -0.07 -0.01
H 1.715085 -6.830113 0.341992 0.00 0.02 -0.01
H 1.427888 -6.256617 2.721757 0.01 0.06 0.00
H 1.046536 -4.695292 4.448822 -0.01 0.01 -0.04
H 0.522848 -2.425087 5.243656 -0.03 0.03 -0.03
H 0.225519 -0.604018 3.621179 0.09 -0.03 0.08
H -1.997704 -1.480784 2.041300 -0.03 0.03 0.03
H -4.171205 -0.549780 2.750245 0.05 0.00 -0.01
H -4.538860 1.888107 2.736509 0.05 0.00 0.02
H -2.755533 3.408536 1.940778 0.03 -0.03 0.03
H -0.601456 2.485934 1.161382 -0.02 0.06 0.05
H 0.607541 2.052837 2.957717 0.01 0.03 0.08
H 2.561444 3.189314 3.925199 -0.01 0.03 -0.07
H 4.837467 2.621903 3.161846 -0.02 -0.07 0.04
H 5.186097 0.794599 1.534713 -0.03 -0.03 0.02
H 3.249120 -0.416250 0.608368 0.04 -0.02 0.09
N -1.894192 4.010216 -1.872690 0.18 0.32 -0.03
C -0.643053 4.604625 -1.890009 -0.36 -0.17 -0.01
C 0.252697 3.613323 -1.652700 0.36 -0.33 0.11
N -0.451840 2.439895 -1.493668 0.59 -1.16 0.48
C -1.724650 2.705498 -1.631414 -0.91 0.06 -0.08
C -2.648764 1.592012 -1.527388 -0.09 0.17 -0.05
N -2.152848 0.372871 -1.377902 0.24 -0.84 0.41
C -3.219080 -0.504605 -1.284476 0.44 0.00 -0.08
C -4.362423 0.207812 -1.393942 -0.10 0.47 -0.06
N -3.980092 1.532787 -1.543089 -0.44 -0.28 -0.03
H -2.761869 4.503563 -2.025668 -0.01 -0.04 -0.03
H -0.505942 5.656259 -2.079204 -0.03 -0.03 0.03
H 1.326482 3.656100 -1.585505 -0.04 -0.05 -0.01
H -3.088316 -1.566875 -1.164656 0.05 0.04 0.04
H -5.395951 -0.096211 -1.379343 0.03 0.05 -0.02
H -4.621619 2.304793 -1.653161 0.01 -0.01 0.01
C 1.111500 0.438190 -5.833859 0.02 -0.02 -0.05
C 0.187687 0.067223 -4.716894 -0.08 -0.02 0.18
N -0.999772 -0.439523 -5.052869 0.05 0.04 0.02
O 0.535880 0.218165 -3.521586 -0.47 0.06 -0.30
H 0.590569 1.038763 -6.580709 0.01 -0.03 0.01
H 1.470223 -0.468826 -6.325524 -0.01 0.02 0.01
H 1.962009 0.990205 -5.449842 0.01 0.01 0.04
H -1.247357 -0.584713 -6.019331 0.01 0.01 0.01
H -1.645058 -0.757101 -4.348903 0.01 0.00 0.02
O 2.912581 -0.944959 -1.922268 -0.14 1.86 0.35
C 2.805225 0.273939 -1.811367 1.32 -1.73 -0.54
O 1.838379 0.993168 -1.329660 -0.80 -0.48 0.17
H 3.674082 0.842776 -2.125469 0.11 0.85 0.02



[2]
66
Properties=species:S:1:pos:R:3:forces:R:3 method="wB97M-V/def2-TZVPD" lumo_energy_ev=0.194 max_force_ev_per_a=0.490 homo_lumo_gap_ev=7.49
Cd 0.104581 0.220859 0.247154 -0.21 0.29 0.33
S -1.060316 0.486100 2.453374 0.07 -0.24 -0.09
C -2.108623 -0.875954 2.887894 -0.02 0.06 0.09
C -2.458807 -0.988157 4.243451 -0.02 0.00 0.01
C -3.279766 -2.004382 4.699394 0.06 0.07 -0.01
C -3.782327 -2.954006 3.815498 0.01 0.02 -0.01
C -3.449371 -2.858837 2.477120 0.03 0.10 0.05
C -2.626266 -1.832240 2.007867 -0.03 -0.07 -0.05
As -2.138353 -1.764711 0.136125 0.13 -0.15 0.05
C -3.765416 -2.492908 -0.652493 0.00 0.12 -0.07
C -3.963955 -3.824244 -0.997225 -0.12 0.00 0.02
C -5.184550 -4.232424 -1.527443 0.04 0.03 0.01
C -6.209172 -3.315464 -1.715236 0.04 0.01 0.01
C -6.013835 -1.983220 -1.371017 0.02 -0.03 0.00
C -4.795486 -1.574396 -0.848590 -0.06 -0.10 -0.06
C -0.934326 -3.302716 0.078622 0.02 0.00 -0.12
C -0.309843 -3.769909 1.230604 0.04 -0.07 -0.02
C 0.636139 -4.787140 1.153791 -0.01 0.02 -0.04
C 0.961400 -5.349444 -0.072709 -0.02 0.04 -0.02
C 0.347586 -4.882237 -1.230644 -0.04 0.00 0.08
C -0.583746 -3.855625 -1.155099 -0.03 -0.09 0.11
H -2.062595 -0.255176 4.935438 -0.02 -0.02 0.00
H -3.527452 -2.058481 5.753471 0.02 0.01 -0.04
H -4.423988 -3.753773 4.164323 0.02 0.03 0.00
H -3.837746 -3.593060 1.783488 -0.01 -0.02 -0.06
H -3.182528 -4.554591 -0.836936 0.06 -0.02 -0.01
H -5.334151 -5.273442 -1.787336 0.01 0.02 0.00
H -7.158247 -3.637025 -2.127475 0.04 0.01 0.02
H -6.809939 -1.262677 -1.512257 0.02 -0.01 0.00
H -4.648019 -0.534877 -0.582610 0.01 0.05 0.00
H -0.566210 -3.343993 2.192845 0.01 0.00 0.02
H 1.115315 -5.142164 2.057905 -0.01 0.01 -0.02
H 1.691535 -6.147840 -0.128388 -0.02 0.02 0.00
H 0.597864 -5.314801 -2.192484 -0.01 0.01 0.02
H -1.040269 -3.481449 -2.064568 -0.04 -0.02 0.00
Br -1.603394 1.050625 -2.615709 -0.06 0.03 -0.02
C -0.269863 -0.165442 -3.202069 0.02 -0.04 0.05
C 0.099611 -0.159420 -4.538031 -0.02 0.02 -0.07
C 1.112316 -1.021468 -4.914869 0.00 0.01 -0.11
C 1.702023 -1.840438 -3.961743 0.04 -0.04 0.07
C 1.243484 -1.769513 -2.659640 -0.02 0.08 -0.01
N 0.261615 -0.940135 -2.283057 0.09 -0.08 -0.13
H -0.385207 0.503534 -5.240560 0.02 -0.02 0.02
H 1.441903 -1.050615 -5.946077 -0.01 0.01 0.03
H 2.501943 -2.521535 -4.221623 -0.04 0.03 0.02
H 1.660359 -2.397716 -1.879078 -0.01 0.08 -0.04
C 2.080410 2.249005 -2.217275 -0.07 0.12 -0.27
Si 2.157545 1.483324 -0.517044 -0.13 -0.29 0.15
C 3.662695 0.361002 -0.505467 0.23 -0.09 0.01
C 2.435762 2.842116 0.742897 -0.05 0.15 0.15
C 2.460700 2.525710 2.106349 0.03 0.15 0.02
C 2.639942 3.507534 3.071018 0.00 0.00 -0.08
C 2.786879 4.836667 2.689078 -0.01 -0.04 -0.02
C 2.754395 5.174390 1.343493 0.00 -0.07 -0.02
C 2.579362 4.183902 0.381687 0.06 0.01 0.07
H 3.001755 2.810245 -2.411511 -0.08 -0.04 -0.03
H 1.229021 2.925446 -2.337910 0.08 -0.05 -0.01
H 1.999896 1.465019 -2.976888 0.03 0.07 0.01
H 4.567101 0.939132 -0.732494 -0.08 -0.08 0.02
H 3.567825 -0.429927 -1.257098 0.02 0.04 0.06
H 3.801659 -0.114059 0.470465 0.00 0.04 -0.09
H 2.318721 1.497459 2.425906 -0.01 0.00 0.00
H 2.650564 3.238977 4.120353 0.00 0.01 -0.02
H 2.916095 5.606907 3.439886 0.00 -0.02 -0.02
H 2.863437 6.209532 1.041296 -0.01 -0.03 0.01
H 2.559278 4.466574 -0.666336 -0.01 0.00 0.05



[3]
76
Properties=species:S:1:pos:R:3:forces:R:3 method="wB97M-V/def2-TZVPD" lumo_energy_ev="3.963 / 3.949" de_lowest_kj_mol=0.0 total_charge=-2 max_force_ev_per_a=1.822 multiplicity=6 homo_lumo_gap_ev="4.79 / 4.75"
Fe 0.140930 0.614260 -0.203338 0.29 -1.09 1.43
Se -0.250608 2.769679 0.754893 -0.09 1.52 0.89
Te -0.819873 5.126775 1.499467 -0.16 -0.10 -0.06
Te -0.645842 4.566364 -2.913909 0.39 -0.14 -0.05
Se -0.566218 2.406502 -1.575424 -0.98 1.12 -0.97
C -6.075734 1.292782 3.689549 -0.02 0.01 -0.01
C -5.357291 0.840350 2.446251 0.02 -0.03 0.01
C -5.628858 -0.395287 1.871128 -0.01 0.01 0.00
C -4.942758 -0.822243 0.739009 -0.03 -0.02 -0.03
C -3.987710 0.001725 0.173980 0.14 0.01 0.08
C -3.718837 1.251958 0.720193 -0.08 0.04 -0.04
C -4.397673 1.660910 1.852409 -0.02 0.02 0.01
S -2.995782 -0.541248 -1.201583 -0.08 0.13 -0.01
O -3.083607 0.503332 -2.178722 0.07 -0.07 0.02
O -3.461630 -1.862394 -1.557604 -0.05 0.00 0.06
N -1.504283 -0.623115 -0.584141 0.33 -0.37 -0.21
C -1.065091 -1.876874 -0.119910 0.02 0.00 -0.15
C -1.797859 -2.676619 0.750056 0.00 0.04 0.08
C -1.255977 -3.835026 1.284358 0.04 -0.03 0.00
C 0.031908 -4.208795 0.965761 -0.02 0.01 0.00
C 0.808566 -3.427341 0.098687 -0.01 -0.03 -0.01
C 2.159580 -3.782863 -0.199869 0.02 -0.01 0.00
C 2.873642 -2.988874 -1.092538 -0.01 -0.01 0.00
C 2.312395 -1.875479 -1.646449 0.07 0.11 0.16
N 1.025956 -1.436090 -1.322236 -0.43 0.01 0.07
C 0.239915 -2.265993 -0.468513 -0.03 -0.11 -0.15
H -6.634205 0.472186 4.142533 0.00 0.01 0.00
H -6.780144 2.097411 3.465036 0.00 0.00 0.00
H -5.369220 1.676538 4.427000 -0.01 0.00 0.01
H -6.376853 -1.040959 2.320110 0.01 0.00 0.01
H -5.131767 -1.791234 0.293504 0.00 0.01 0.02
H -2.980800 1.899269 0.265300 0.07 0.02 -0.01
H -4.162684 2.629432 2.281444 0.00 -0.02 0.00
H -2.788240 -2.356323 1.039861 0.01 -0.02 -0.02
H -1.838139 -4.426890 1.980528 -0.02 -0.02 -0.02
H 0.474616 -5.101406 1.392608 0.01 0.01 0.01
H 2.591216 -4.669083 0.245162 -0.01 0.00 0.01
H 3.877557 -3.258984 -1.398927 0.00 0.01 -0.01
H 2.821673 -1.290356 -2.392262 0.04 0.02 0.03
N 4.886671 0.234097 -1.029118 0.00 -0.02 0.03
C 4.873653 1.262699 0.004838 0.01 0.00 0.02
C 3.456471 1.682893 0.383868 0.07 0.03 0.05
O 3.231804 2.422103 1.287451 0.01 0.03 -0.06
O 2.502508 1.136682 -0.402820 -0.03 0.06 -0.03
H 5.774970 0.189632 -1.506094 0.01 0.02 -0.03
H 2.950315 0.707310 -1.157612 -0.02 -0.01 -0.10
H 4.683807 -0.681043 -0.643568 -0.01 -0.02 0.01
H 5.369020 2.158981 -0.370384 0.00 0.00 -0.01
H 5.366157 0.983456 0.940404 -0.02 0.01 0.01
C 0.458016 -0.165953 1.837454 0.15 -0.43 -0.54
C 1.312637 0.435977 2.862489 0.07 0.09 -0.05
C 2.585781 -0.098983 3.128624 -0.01 -0.02 -0.03
C 3.451130 0.482901 4.038952 0.02 0.03 0.03
C 3.080242 1.632456 4.727276 0.02 -0.01 -0.01
C 1.817478 2.165424 4.496983 0.00 0.01 0.02
C 0.945508 1.571580 3.600552 -0.01 -0.02 0.00
H -0.602456 -0.192329 2.108575 0.04 0.09 0.09
H 0.799012 -1.188620 1.654210 -0.11 -0.05 0.21
H 2.886549 -0.999767 2.598361 0.00 0.01 -0.01
H 4.426475 0.037537 4.213096 0.00 0.00 0.00
H 3.764409 2.107738 5.420566 -0.01 0.00 0.01
H 1.508002 3.070921 5.006927 0.00 -0.01 0.01
H -0.032644 2.012236 3.445408 0.00 0.00 0.00
O 1.505722 0.326301 -2.958293 -0.06 0.05 0.15
B 0.475575 -0.383524 -2.255142 0.63 -1.19 -1.07
O -0.543282 -0.715501 -3.172967 -0.11 0.10 0.13
C -0.199710 -0.132610 -4.349872 0.01 0.06 0.01
C -0.890179 -0.138260 -5.538665 -0.06 0.03 0.01
C -0.306090 0.536250 -6.612057 0.01 -0.03 -0.01
C 0.908897 1.194765 -6.477418 0.02 -0.02 -0.01
C 1.601573 1.193488 -5.265669 0.03 0.03 0.02
C 1.030108 0.503799 -4.224049 -0.08 0.11 0.03
H -1.850932 -0.628540 -5.615318 0.00 0.01 0.01
H -0.818550 0.553419 -7.566053 -0.01 0.04 0.01
H 1.321720 1.733215 -7.321160 -0.01 0.01 0.00
H 2.529379 1.733238 -5.133170 0.00 -0.01 -0.01